The following is a DFT calculation (wB97M-V/def2-TZVPD) of a structure of composition C41H38AsB2N6O2PPt.

HOMO energy (spin up / spin down), eV: -6.6959 / -6.6947
LUMO level (spin up / spin down), eV: 0.2 / 0.2
Molar mass, u: 969.4
2S+1: 1
Maximum force, hartree/bohr: 0.0346

Each line ends with the Mulliken charge.
Cartesian coordinates (Å):
Pt: -1.208 1.339 1.832  3.80
C: -2.180 -2.766 3.244  -1.26
C: -1.289 -1.805 2.768  -0.22
N: -1.905 -0.635 2.696  -0.76
N: -3.159 -0.795 3.105  0.49
C: -3.357 -2.074 3.445  -0.18
B: -4.186 0.352 3.118  -0.33
N: -3.619 1.518 3.920  0.39
C: -4.101 2.021 5.064  -0.19
C: -3.284 3.060 5.455  -1.18
C: -2.301 3.119 4.466  -0.24
N: -2.531 2.191 3.552  -0.58
N: -4.402 0.827 1.678  0.10
C: -5.556 0.771 0.999  -0.15
C: -5.342 1.287 -0.259  -1.44
C: -3.994 1.639 -0.259  -0.13
N: -3.442 1.358 0.915  -0.01
H: -1.995 -3.805 3.415  0.45
H: -0.262 -1.906 2.472  0.49
H: -4.311 -2.412 3.798  0.47
H: -5.205 -0.032 3.589  -0.15
H: -4.985 1.619 5.517  0.45
H: -3.382 3.676 6.325  0.42
H: -1.458 3.778 4.391  0.49
H: -6.440 0.369 1.450  0.48
H: -6.040 1.391 -1.064  0.44
H: -3.438 2.059 -1.074  0.33
C: 1.370 0.365 -1.152  -0.95
C: 2.065 -0.959 -0.888  -1.03
As: 3.912 -0.909 -1.643  0.28
C: 3.373 -0.335 -3.449  -0.11
C: 2.440 -1.037 -4.204  0.00
C: 2.050 -0.584 -5.451  -0.65
C: 2.605 0.575 -5.971  -0.49
C: 3.549 1.274 -5.240  -0.58
C: 3.924 0.823 -3.986  -0.54
C: 4.065 -2.812 -2.088  0.15
C: 3.502 -3.807 -1.300  -0.17
C: 3.643 -5.142 -1.637  -0.61
C: 4.364 -5.501 -2.762  -0.42
C: 4.947 -4.520 -3.547  -0.62
C: 4.802 -3.188 -3.206  -0.30
P: -0.322 0.430 -0.407  -0.42
C: -0.866 1.989 -1.209  0.52
C: -1.100 2.127 -2.572  -0.36
C: -1.656 3.299 -3.056  -0.77
C: -1.939 4.348 -2.196  -0.66
C: -1.652 4.238 -0.842  -0.88
C: -1.131 3.055 -0.357  -0.48
C: -1.307 -0.820 -1.300  0.11
C: -2.434 -1.243 -0.600  -0.16
C: -3.297 -2.182 -1.123  -0.89
C: -3.010 -2.752 -2.353  -0.88
C: -1.881 -2.356 -3.051  -0.87
C: -1.030 -1.392 -2.538  0.13
H: 1.310 0.578 -2.227  0.52
H: 1.920 1.180 -0.666  0.46
H: 1.499 -1.789 -1.324  0.56
H: 2.127 -1.124 0.193  0.80
H: 2.021 -1.956 -3.811  0.53
H: 1.316 -1.134 -6.023  0.42
H: 2.305 0.926 -6.948  0.41
H: 3.992 2.171 -5.650  0.43
H: 4.660 1.372 -3.409  0.39
H: 2.948 -3.537 -0.409  0.37
H: 3.190 -5.904 -1.019  0.39
H: 4.470 -6.543 -3.028  0.38
H: 5.517 -4.797 -4.422  0.38
H: 5.261 -2.421 -3.821  0.38
H: -0.894 1.308 -3.245  0.26
H: -1.889 3.382 -4.107  0.41
H: -2.419 5.237 -2.576  0.36
H: -1.871 5.057 -0.171  0.48
H: -0.985 2.871 0.746  0.88
H: -2.622 -0.816 0.372  0.28
H: -4.181 -2.473 -0.571  0.51
H: -3.665 -3.504 -2.766  0.38
H: -1.662 -2.802 -4.011  0.50
H: -0.165 -1.086 -3.106  0.41
O: 1.907 1.148 2.240  -0.17
B: 0.659 1.476 2.801  -0.69
O: 0.848 1.691 4.167  -0.40
C: 2.161 1.500 4.436  0.72
C: 2.841 1.594 5.634  -0.98
C: 4.208 1.353 5.603  -0.53
C: 4.862 1.026 4.421  -0.57
C: 4.178 0.923 3.215  -1.08
C: 2.819 1.167 3.244  0.60
H: 2.328 1.848 6.549  0.50
H: 4.778 1.429 6.519  0.38
H: 5.930 0.856 4.443  0.40
H: 4.683 0.670 2.293  0.56